Run a
# C10H32O11

6 unconnected molecules or ions with the total composition C10H32O11 (the ωB97M-V functional and the def2-TZVPD basis, the OMol25 dataset).

Summary:
Highest occupied orbital energy in eV: -9.02
Structure (SMILES): OCCO.OCCO.OCCO.OCCO.OCCO.O

Structure (ORCA input):
```
! wB97M-V def2-TZVPD RIJCOSX def2/J DEFGRID3
* xyz 0 1
O 1.92947 0.14492 3.88791
C 0.94847 0.61192 2.89191
C 0.54147 2.00092 3.22991
O -0.30853 2.63592 2.23791
H 1.45247 -0.22408 4.68591
H 1.30347 0.56392 1.85291
H 0.06447 0.09292 3.09991
H 1.47247 2.63592 3.14191
H 0.12947 2.21392 4.28091
H -0.13153 3.56092 2.20591
O -2.12453 2.48492 -3.90009
C -1.19753 2.82592 -2.76909
C -0.19553 1.77092 -2.90509
O 0.84347 2.05292 -1.91109
H -2.95253 2.16292 -3.52209
H -0.74353 3.77392 -2.76209
H -1.67553 2.76792 -1.80209
H 0.22747 1.78092 -3.93509
H -0.64453 0.79392 -2.84109
H 0.54247 1.69292 -1.07709
O 3.10547 -1.75108 1.89291
C 3.79247 -1.09008 0.83791
C 2.88147 -0.55308 -0.28609
O 3.62347 0.18592 -1.19709
H 3.02147 -1.12308 2.63591
H 4.57047 -0.40608 1.14091
H 4.26847 -1.86708 0.18991
H 2.06047 0.10192 0.09291
H 2.41247 -1.37308 -0.73209
H 4.32447 -0.45308 -1.42209
O 0.63947 -4.90608 0.86791
C 0.67247 -3.62008 0.26691
C -0.04153 -2.53708 1.06391
O -0.19653 -1.43908 0.23891
H 0.85847 -5.63008 0.22491
H 1.65947 -3.47108 -0.13709
H 0.07947 -3.84208 -0.59609
H 0.63647 -2.08608 1.81691
H -0.95353 -2.94408 1.43991
H -0.26753 -1.83108 -0.61109
O -3.98353 1.02892 -2.80509
C -3.91653 0.70992 -1.44409
C -3.06253 -0.54908 -1.27209
O -2.98753 -0.92908 0.08391
H -4.67453 0.55092 -3.29109
H -3.34553 1.57992 -0.98509
H -4.88553 0.82592 -0.96509
H -1.99653 -0.39408 -1.52309
H -3.42853 -1.39108 -1.90609
H -2.77753 -0.08308 0.57591
O -0.67253 1.09892 0.25191
H -0.52753 1.64692 1.03391
H -0.37053 0.19592 0.42791
*
```

Run b
# C10H32O11

6 unconnected molecules or ions with the total composition C10H32O11 (the ωB97M-V functional and the def2-TZVPD basis, the OMol25 dataset).

Summary:
Highest occupied orbital energy in eV: -9.65
Structure (SMILES): OCCO.OCCO.OCCO.OCCO.OCCO.O

Structure (ORCA input):
```
! wB97M-V def2-TZVPD RIJCOSX def2/J DEFGRID3
* xyz 0 1
O 0.34888 -10.12440 11.59384
C 0.39055 -9.91915 13.03183
C 1.62145 -10.38385 13.82159
O 2.63892 -9.34070 13.81219
H 0.23832 -11.06088 11.41390
H 0.09151 -8.88128 13.17854
H -0.48581 -10.48235 13.35259
H 2.05920 -11.36343 13.62952
H 1.23930 -10.37424 14.84236
H 3.08036 -9.43032 12.96442
O 4.29121 -10.98717 9.20150
C 4.01323 -9.63134 9.36790
C 4.98624 -8.93430 10.32134
O 4.69709 -9.45888 11.54288
H 3.82475 -11.41374 9.92402
H 4.02038 -8.99894 8.48014
H 3.02151 -9.60481 9.81942
H 4.83728 -7.85461 10.33531
H 6.03998 -9.09560 10.09394
H 5.04912 -10.34678 11.44632
O 4.27180 -7.95772 16.42220
C 5.31274 -7.28603 17.14763
C 5.66650 -6.00458 16.33136
O 4.70546 -4.98724 16.49279
H 3.50486 -7.39969 16.27387
H 4.96444 -6.89590 18.10397
H 6.15340 -7.97814 17.19631
H 5.68111 -6.21372 15.26171
H 6.65013 -5.61075 16.58725
H 3.82803 -5.26254 16.21727
O 7.92331 -11.69497 16.69980
C 7.00841 -11.10146 15.77604
C 7.42405 -11.17538 14.31060
O 7.22352 -12.40817 13.77260
H 7.70249 -12.62703 16.63581
H 6.02852 -11.57053 15.86481
H 6.83099 -10.06378 16.05858
H 8.47906 -10.95796 14.14384
H 6.80525 -10.54192 13.67507
H 7.95177 -12.97985 14.02643
O 7.78309 -6.33373 12.49194
C 7.21952 -5.55704 11.38095
C 6.08229 -4.59776 11.77464
O 6.66005 -3.47491 12.43202
H 7.18626 -7.02861 12.77921
H 8.02065 -4.96109 10.94376
H 6.93201 -6.36806 10.71186
H 5.36649 -5.13073 12.40047
H 5.60855 -4.17462 10.88885
H 7.16836 -3.90964 13.12065
O 6.07833 -8.20550 13.60175
H 5.56711 -8.62923 12.91230
H 5.66553 -8.49134 14.41669
*
```

Relative energies with respect to the most stable structure, expressed in kcal/mol: run a 28.7; run b 0.0.

Run a
# C8H7N3

A single C8H7N3 molecule (the ωB97M-V functional and the def2-TZVPD basis, the OMol25 dataset).

Summary:
Highest occupied orbital energy in eV: -8.89
Structure (SMILES): c1ccc(-c2ncc[nH]2)nc1

Structure (ORCA input):
```
! wB97M-V def2-TZVPD RIJCOSX def2/J DEFGRID3
* xyz 0 1
C -3.14432 -0.24479 0.00086
C -2.40630 0.96658 -0.44204
C -1.05521 0.94057 -0.45016
C -0.38360 -0.25889 -0.00481
C 1.10936 -0.27418 -0.05318
N 1.87411 -1.04670 -0.87724
C 3.15166 -0.59322 -0.55002
C 3.13463 0.29553 0.39020
N 1.86952 0.47987 0.67271
N -1.03654 -1.32922 0.33618
C -2.32851 -1.26558 0.31930
H -4.11892 -0.24098 -0.12338
H -2.91511 1.83454 -0.57731
H -0.51719 1.96047 -0.84451
H 4.05810 -1.14210 -0.97401
H 4.05489 0.91573 1.03136
H 1.51123 1.04465 1.55503
H -2.85780 -2.04225 0.59101
*
```

Run b
# C8H7N3

A single C8H7N3 molecule (the ωB97M-V functional and the def2-TZVPD basis, the OMol25 dataset).

Summary:
Highest occupied orbital energy in eV: -8.60
Structure (SMILES): Nc1ccc2cncnc2c1

Structure (ORCA input):
```
! wB97M-V def2-TZVPD RIJCOSX def2/J DEFGRID3
* xyz 0 1
N 0.22910 0.51345 3.17357
C 0.26636 0.13070 1.76660
C 0.63852 -1.24785 1.35010
C 0.40229 -1.59532 0.04301
C 0.03513 -0.61366 -0.94815
C -0.54110 -0.96190 -2.21818
N -0.89887 -0.05745 -3.09627
C -0.84624 1.21113 -2.70670
N -0.47468 1.71761 -1.51088
C -0.11315 0.71310 -0.63013
C 0.07408 1.05339 0.76679
H 0.14669 1.61731 3.23306
H 0.87786 0.05312 3.85154
H 1.14570 -2.04005 2.00818
H 0.67385 -2.59114 -0.25202
H -0.61268 -2.00673 -2.50257
H -1.00689 1.98753 -3.47881
H 0.00403 2.11676 1.15084
*
```

Relative energies with respect to the most stable structure, expressed in kcal/mol: run a 46.9; run b 0.0.

Run a
# C4H2

A single C4H2 molecule (the ωB97M-V functional and the def2-TZVPD basis, the OMol25 dataset).

Summary:
Highest occupied orbital energy in eV: -9.95
Structure (SMILES): C#CC#C

Structure (ORCA input):
```
! wB97M-V def2-TZVPD RIJCOSX def2/J DEFGRID3
* xyz 0 1
C 0.78195 -0.80893 -1.54606
C 0.24777 -0.33247 -0.57238
C -0.30136 0.39628 0.52985
C -0.78022 0.77068 1.56054
H 1.35309 -1.33039 -2.34207
H -1.04189 1.17709 2.51033
*
```

Run b
# C4H2

A single C4H2 molecule (the ωB97M-V functional and the def2-TZVPD basis, the OMol25 dataset).

Summary:
Highest occupied orbital energy in eV: -9.46

Structure (ORCA input):
```
! wB97M-V def2-TZVPD RIJCOSX def2/J DEFGRID3
* xyz 0 1
C -2.63319 0.30417 -0.15665
C -3.32867 -0.77109 0.18253
C -1.35673 0.47526 0.00984
C -0.12720 0.07207 -0.03004
H 0.63744 0.88372 0.14270
H -0.08248 -1.00805 -0.22517
*
```

Relative energies with respect to the most stable structure, expressed in kcal/mol: run a 0.0; run b 61.0.